(1)
Here is the molecule C3H3OP from the OMol25 dataset. Energies are from ωB97M-V/def2-TZVPD.

As for the spin multiplicity: 1. For the LUMO energy, the calculation gives -0.028 Ha. The HOMO energy is -9.58 eV. The value obtained for the maximum force is 3.92 eV/Å. For the calculated total energy, the calculation gives -532.61253 a.u. Its energy above the lowest of the compared OMol25 structures with the same formula, charge and spin is 43.7 kcal per mole. The calculation puts the orbital gap at 8.831 eV. Its net charge is 0.

Last column: Mulliken charge in e.
Geometry (Å):
C -0.470 2.065 -0.017  0.031
C -0.243 0.967 -0.404  -0.327
C 0.075 -0.509 -0.397  -0.677
P 0.196 -1.248 1.328  0.357
O 1.094 -2.395 1.202  -0.417
H -0.795 3.103 0.280  0.362
H 0.912 -1.008 -1.003  0.380
H -0.768 -0.974 -0.988  0.291

(2)
Here is the molecule C3H3N3 from the OMol25 dataset. Energies are from ωB97M-V/def2-TZVPD.

As for the spin multiplicity: 1. For the LUMO energy, the calculation gives -0.046 Ha. The HOMO energy is -10.85 eV. The value obtained for the maximum force is 1.55 eV/Å. For the calculated total energy, the calculation gives -280.33687 a.u. Its energy above the lowest of the compared OMol25 structures with the same formula, charge and spin is 27.6 kcal per mole. The calculation puts the orbital gap at 9.590 eV. Its net charge is 0.

Last column: Mulliken charge in e.
Geometry (Å):
H -2.324 0.847 0.022  0.256
N -2.035 -0.160 -0.012  -0.542
C -0.760 -0.111 0.025  0.550
C 0.134 1.112 0.003  0.055
N 1.362 0.796 -0.019  -0.528
C 1.297 -0.638 -0.002  -0.065
N 0.144 -1.203 -0.012  -0.459
H -0.210 2.149 0.038  0.349
H 2.204 -1.210 0.094  0.384

(3)
Here is a structure of composition C9H18CeF5I2OP2 from the OMol25 dataset. Energies are from ωB97M-V/def2-TZVPD.

As for the spin multiplicity: 2. For the LUMO energy (spin up / spin down), the calculation gives -0.358 / -0.448 Ha. The HOMO energy (spin up / spin down) is -16.32 / -15.96 eV. The value obtained for the maximum force is 4.73 eV/Å. For the calculated total energy, the calculation gives -2680.86501 a.u. Its energy above the lowest of the compared OMol25 structures with the same formula, charge and spin is 28.0 kcal per mole. The calculation puts the orbital gap (spin up / spin down) at 6.588 / 3.760 eV. Its net charge is +2.

Last column: Mulliken spin population.
Geometry (Å):
I 1.907 2.903 -0.453  0.304
I -2.218 1.568 -1.494  0.377
Ce 0.188 0.562 -0.134  0.042
P 0.555 -0.824 -2.658  0.122
C -0.628 -1.897 -3.546  0.008
C 0.786 0.596 -3.792  0.018
H 1.078 0.184 -4.765  0.005
H 2.280 -1.970 -3.887  0.011
H 1.566 1.267 -3.411  0.000
H 2.949 -1.164 -2.448  -0.001
H -1.593 -1.383 -3.655  -0.005
H -0.147 1.162 -3.886  -0.001
C 2.113 -1.748 -2.832  0.031
H -0.235 -2.149 -4.548  0.007
H 2.065 -2.683 -2.267  0.000
H -0.785 -2.823 -2.977  0.000
P -0.547 1.117 2.630  0.046
C -2.039 0.680 3.575  0.000
C 0.787 0.687 3.789  0.009
H 0.422 3.335 2.250  0.001
H -0.619 3.257 3.721  0.003
H -1.356 3.359 2.091  0.000
C -0.518 2.951 2.673  0.008
H 1.759 0.990 3.397  -0.001
H 0.599 1.199 4.735  0.004
H -2.005 1.149 4.570  0.002
H -2.103 -0.412 3.690  -0.001
H 0.822 -0.388 3.969  -0.001
H -2.935 1.029 3.036  0.000
C -1.698 -1.144 0.082  -0.011
O -2.675 -1.743 -0.090  0.002
F 1.716 -1.908 1.037  0.004
C 0.394 -2.158 0.736  0.000
F 0.404 -3.000 -0.354  0.012
C -0.194 -2.954 1.873  0.004
F 0.537 -4.040 2.191  0.001
F -0.276 -2.204 3.008  0.000
F -1.434 -3.399 1.564  0.000

(4)
Here is a structure of composition C17H19MoN6S from the OMol25 dataset. Energies are from ωB97M-V/def2-TZVPD.

As for the spin multiplicity: 3. For the LUMO energy (spin up / spin down), the calculation gives -0.435 / -0.412 Ha. The HOMO energy (spin up / spin down) is -17.46 / -17.52 eV. The value obtained for the maximum force is 0.63 eV/Å. For the calculated total energy, the calculation gives -1453.16095 a.u. Its energy above the lowest of the compared OMol25 structures with the same formula, charge and spin is 4.1 kcal per mole. The calculation puts the orbital gap (spin up / spin down) at 5.617 / 6.303 eV. Its net charge is +3.

Last column: Mulliken spin population.
Geometry (Å):
Mo -0.182 -0.160 -0.001  2.079
S -3.386 -2.423 1.887  -0.005
C -4.259 -1.559 0.656  -0.006
C -5.615 -1.645 0.362  -0.005
C -6.085 -0.844 -0.663  -0.004
C -5.233 0.017 -1.363  0.005
C -3.883 0.096 -1.070  -0.021
C -3.399 -0.717 -0.053  0.012
N -2.076 -0.805 0.404  -0.013
C -1.965 -1.656 1.465  -0.071
C -0.636 -1.902 2.048  0.065
C -0.480 -2.571 3.260  -0.005
C 0.792 -2.881 3.715  0.046
C 1.919 -2.550 2.966  -0.027
C 1.788 -1.879 1.761  0.004
C 0.518 -1.512 1.319  -0.125
H -6.276 -2.303 0.909  0.000
H -7.135 -0.877 -0.920  0.000
H -5.643 0.642 -2.144  0.000
H -3.248 0.798 -1.597  -0.001
H -1.345 -2.870 3.839  -0.001
H 0.906 -3.414 4.650  0.001
H 2.901 -2.830 3.324  0.000
H 2.663 -1.659 1.161  -0.004
C 3.875 2.244 1.007  0.001
N 3.428 2.176 -0.399  0.007
C 4.309 2.777 -1.422  0.000
C 2.296 1.589 -0.709  0.008
N 1.559 0.892 0.168  -0.049
N 1.866 1.696 -2.021  0.003
C 0.821 1.068 -2.646  0.024
N 0.662 1.339 -3.931  0.016
N 0.000 0.252 -1.996  0.029
H 4.586 3.059 1.091  0.000
H 4.362 1.313 1.300  0.000
H 3.035 2.477 1.660  0.000
H 5.272 2.969 -0.961  0.000
H 3.902 3.728 -1.773  0.000
H 4.469 2.077 -2.242  0.000
H 2.005 0.834 1.077  0.014
H 2.415 2.311 -2.604  0.001
H 1.267 1.969 -4.438  -0.001
H -0.076 0.907 -4.468  0.000
H -0.692 -0.171 -2.609  0.024

(5)
Here is the molecule C25H41F8INO4PS2 from the OMol25 dataset. Energies are from ωB97M-V/def2-TZVPD.

As for the spin multiplicity: 1. For the LUMO energy, the calculation gives 0.007 Ha. The HOMO energy is -8.00 eV. The value obtained for the maximum force is 3.42 eV/Å. For the calculated total energy, the calculation gives -3567.14668 a.u. The calculation puts the orbital gap at 8.201 eV. Its net charge is 0.

Last column: Mulliken charge in e.
Geometry (Å):
C 0.253 3.004 0.862  -0.727
C 0.188 3.471 -0.591  -1.237
C -0.362 2.437 -1.600  0.817
S -0.787 3.294 -3.195  -0.239
O -1.443 1.722 -1.065  0.255
C -2.577 2.506 -0.713  -0.528
C -3.894 1.867 -1.212  -0.840
C -3.719 0.391 -1.517  -0.051
O -5.029 -0.198 -1.508  -0.436
C -4.976 -1.593 -1.461  -0.725
C -6.052 -2.205 -0.579  0.787
F -7.209 -2.347 -1.244  -0.339
F -5.673 -3.444 -0.234  -0.311
C -6.394 -1.428 0.715  0.662
F -6.909 -0.233 0.473  -0.274
F -7.375 -2.119 1.321  -0.317
C -5.259 -1.319 1.756  0.448
F -5.023 -2.505 2.298  -0.318
F -4.127 -0.822 1.253  -0.148
C -5.675 -0.368 2.919  0.074
F -4.563 -0.226 3.684  -0.276
F -6.610 -0.901 3.683  -0.266
C 0.716 1.378 -2.020  -0.672
N 0.071 0.561 -3.091  -0.465
C -0.289 -0.516 -2.801  0.471
S -0.968 -1.873 -2.397  -0.368
O 1.073 0.665 -0.884  -0.171
C 2.488 0.342 -0.715  1.649
C 2.442 -0.632 0.496  -0.779
C 3.592 -1.661 0.592  -0.705
C 3.918 -1.958 2.085  -0.936
C 2.952 -2.986 2.717  -0.859
C 1.648 -2.368 3.297  -0.620
O 0.492 -3.053 2.845  -0.492
C -0.402 -2.290 2.055  -0.321
C 3.308 1.632 -0.456  -1.743
C 4.503 1.537 0.504  -0.412
C 5.503 2.654 0.102  -1.453
I 3.969 2.032 2.555  0.043
P 3.175 -0.413 -2.291  0.355
C 2.698 -2.182 -2.512  -1.089
C 5.000 -0.186 -2.471  -1.020
H -0.697 2.659 1.264  0.187
H 0.607 3.845 1.466  0.404
H 0.969 2.202 1.024  -0.106
H -0.468 4.344 -0.638  0.703
H 1.152 3.827 -0.966  0.511
H -0.792 4.577 -2.767  0.200
H -2.644 2.491 0.383  0.284
H -2.520 3.557 -0.993  0.372
H -4.606 1.928 -0.388  0.300
H -4.242 2.428 -2.078  0.338
H -3.038 -0.119 -0.837  0.138
H -3.352 0.287 -2.545  0.245
H -4.012 -1.999 -1.136  0.244
H -5.141 -1.999 -2.471  0.523
H -5.917 0.630 2.552  0.328
H 1.511 1.950 -2.494  0.273
H 2.261 -0.093 1.425  0.341
H 1.530 -1.207 0.318  0.461
H 4.482 -1.398 0.021  0.090
H 3.221 -2.601 0.178  0.473
H 4.972 -2.228 2.193  0.498
H 3.801 -1.016 2.629  0.198
H 2.724 -3.741 1.960  0.393
H 3.476 -3.490 3.530  0.378
H 1.707 -2.551 4.376  0.369
H 1.609 -1.283 3.181  0.420
H -1.421 -2.361 2.442  0.267
H -0.131 -1.237 1.948  0.057
H -0.435 -2.713 1.040  0.216
H 3.721 1.961 -1.418  0.583
H 2.695 2.465 -0.116  0.291
H 5.070 0.614 0.443  0.392
H 5.879 2.509 -0.911  0.362
H 6.343 2.590 0.799  0.478
H 5.053 3.631 0.275  0.393
H 2.663 -2.467 -3.561  0.358
H 3.443 -2.812 -2.015  0.335
H 1.736 -2.374 -2.038  0.234
H 5.626 -0.596 -1.672  0.305
H 5.220 0.857 -2.681  0.313
H 5.274 -0.732 -3.377  0.427

(6)
Here is a structure of composition C7H13GdNO2P from the OMol25 dataset. Energies are from ωB97M-V/def2-TZVPD.

As for the spin multiplicity: 8. For the LUMO energy (spin up / spin down), the calculation gives -0.035 / -0.040 Ha. The HOMO energy (spin up / spin down) is -4.68 / -4.93 eV. The value obtained for the maximum force is 3.54 eV/Å. For the calculated total energy, the calculation gives -1586.44128 a.u. The calculation puts the orbital gap (spin up / spin down) at 3.721 / 3.837 eV. Its net charge is 0.

Last column: Mulliken spin population.
Geometry (Å):
C -1.128 0.828 -2.370  -0.024
C -1.787 1.796 -3.153  0.011
C -0.886 2.862 -3.448  0.008
C 0.379 2.584 -2.850  0.015
C 0.314 1.354 -2.164  -0.036
Gd 0.415 -1.840 -0.519  6.520
P -0.024 -4.378 0.527  0.084
H -1.531 -0.113 -1.977  -0.003
H -2.825 1.735 -3.481  0.000
H -1.125 3.746 -4.036  0.001
H 1.111 0.851 -1.601  -0.004
H 1.262 3.220 -2.911  0.000
H 0.722 -5.477 -0.044  0.021
H -1.345 -4.940 0.361  0.006
H 0.165 -4.712 1.916  0.044
N 1.433 0.676 3.203  0.030
C 0.011 0.362 2.820  -0.032
C 0.099 -0.398 1.590  0.185
O -0.906 -0.792 0.884  0.098
O 1.299 -0.710 1.172  0.044
H 2.033 -0.115 2.903  0.014
H 1.553 0.884 4.199  -0.015
H 1.756 1.513 2.697  0.000
H -0.454 -0.229 3.612  0.013
H -0.540 1.291 2.671  0.021